Below is a 4-piece molecular cluster, C37H87Cl2N4O14P3 overall, with properties calculated with ωB97M-V/def2-TZVPD.

HOMO energy, eV: -8.393
Orbital gap, eV: 8.491
E_LUMO, eV: 0.099
SMILES: CCCCO[C@@H](O[C@@H](C[C@@H](C)Cl)[PH2]=N)[C@@H](O[C@@](CCC(C)C)([C@@H](Cl)CC)P(=O)(O)O)P(O)O.COCCNCCOC.COCCNCCOC.COCCNCCOC

Last column: Mulliken charge in e.
Element x y z (Å)
C: 7.765 2.936 -0.044  -0.980
C: 6.145 2.995 -0.407  -0.265
C: 5.809 1.967 -1.642  -0.570
C: 4.384 1.186 -1.357  -0.436
O: 3.190 2.073 -1.464  0.025
C: 2.192 1.419 -2.374  -1.138
O: 1.516 0.293 -1.714  0.203
C: 1.378 -0.878 -2.592  -0.250
C: 1.515 -2.326 -1.769  -0.977
C: 0.941 -2.253 -0.233  1.075
C: 0.082 -3.617 0.214  -1.039
Cl: 2.463 -2.269 0.882  -0.338
P: -0.345 -0.961 -3.496  0.529
N: -0.473 -2.343 -4.368  -0.880
C: 0.991 2.470 -2.842  0.952
O: 0.923 3.695 -2.039  -0.155
C: -0.361 3.856 -1.344  0.108
C: -0.772 2.633 -0.333  -0.712
C: 0.307 2.313 0.857  0.129
C: -0.395 1.281 1.970  0.445
C: -0.773 2.240 3.287  -0.965
C: 0.708 0.176 2.569  -0.621
C: -0.225 5.288 -0.490  -0.086
Cl: 1.617 5.409 -0.081  -0.199
C: -0.511 6.617 -1.465  -0.331
C: 0.226 7.978 -0.831  -0.981
P: -1.873 4.059 -2.555  0.918
O: -3.099 4.729 -1.748  -0.717
O: -2.512 2.486 -3.079  -0.476
O: -1.466 4.911 -4.022  -0.527
P: 1.482 3.049 -4.636  0.014
O: 1.802 4.762 -4.664  -0.509
O: 0.187 2.763 -5.765  -0.449
H: 8.427 3.535 -0.815  0.259
H: 8.096 1.818 0.067  0.273
H: 7.868 3.481 1.009  0.298
H: 5.517 2.693 0.543  0.225
H: 5.847 4.090 -0.722  0.220
H: 6.692 1.164 -1.651  0.250
H: 5.797 2.487 -2.705  0.274
H: 4.340 0.257 -2.077  0.130
H: 4.437 0.790 -0.252  0.280
H: 2.791 1.143 -3.342  0.838
H: 2.174 -0.944 -3.457  0.380
H: 2.676 -2.541 -1.715  0.118
H: 0.951 -3.210 -2.319  0.447
H: 0.265 -1.304 -0.071  -0.313
H: -0.922 -3.327 0.788  0.277
H: -0.153 -4.288 -0.744  0.302
H: 0.733 -4.257 0.982  0.291
H: -0.391 0.138 -4.427  0.087
H: -1.428 -0.794 -2.540  0.069
H: -1.310 -2.870 -4.037  0.248
H: 0.007 1.841 -2.890  -0.358
H: -0.969 1.632 -0.952  -0.063
H: -1.821 2.889 0.165  0.674
H: 0.659 3.240 1.478  0.321
H: 1.279 1.748 0.488  -0.583
H: -1.327 0.714 1.540  0.343
H: -1.366 3.201 2.951  0.288
H: -1.280 1.641 4.157  -0.054
H: 0.272 2.644 3.698  0.377
H: 1.767 0.276 2.078  0.126
H: 0.849 0.369 3.738  0.313
H: 0.292 -0.940 2.502  -0.025
H: -0.900 5.302 0.473  0.353
H: -1.646 6.888 -1.547  0.300
H: 0.026 6.433 -2.496  0.136
H: -0.302 8.898 -1.372  0.350
H: -0.010 8.014 0.316  0.252
H: 1.363 8.050 -1.103  0.278
H: -3.300 2.289 -2.461  0.239
H: -2.066 4.631 -4.783  0.324
H: 2.263 5.080 -3.826  0.326
H: 0.490 3.192 -6.640  0.336
C: 7.401 -8.694 0.138  -0.719
O: 6.711 -8.126 -0.968  -0.343
C: 5.312 -7.939 -0.719  -0.818
C: 4.975 -6.442 -0.675  -0.178
N: 5.531 -5.808 0.524  -0.339
C: 5.459 -4.343 0.498  -0.327
C: 6.290 -3.615 -0.578  -0.313
O: 7.702 -3.739 -0.398  -0.445
C: 8.270 -4.903 -0.983  -0.583
H: 8.425 -8.912 -0.175  0.237
H: 7.439 -7.989 0.972  0.311
H: 6.927 -9.627 0.456  0.340
H: 4.986 -8.450 0.194  0.403
H: 4.781 -8.392 -1.560  0.385
H: 3.886 -6.316 -0.679  0.353
H: 5.377 -5.982 -1.585  0.192
H: 6.506 -6.073 0.617  0.107
H: 5.803 -3.997 1.480  0.386
H: 4.409 -4.038 0.410  0.094
H: 6.073 -2.544 -0.482  0.223
H: 5.997 -3.889 -1.597  0.312
H: 7.738 -5.224 -1.882  0.277
H: 8.300 -5.711 -0.248  0.205
H: 9.304 -4.677 -1.255  0.293
C: -6.312 2.798 -2.007  -0.912
O: -5.880 1.592 -2.625  -0.103
C: -6.654 0.452 -2.229  -0.937
C: -7.460 -0.083 -3.420  -0.200
N: -8.540 0.838 -3.787  -0.339
C: -9.183 0.508 -5.064  -0.666
C: -8.319 0.616 -6.336  -0.486
O: -7.925 1.952 -6.655  -0.435
C: -6.734 2.384 -6.010  -0.545
H: -5.601 3.587 -2.266  0.270
H: -7.299 3.089 -2.374  0.354
H: -6.332 2.692 -0.918  0.357
H: -7.302 0.673 -1.373  0.393
H: -5.941 -0.316 -1.916  0.388
H: -7.890 -1.057 -3.158  0.391
H: -6.766 -0.227 -4.256  0.176
H: -8.164 1.778 -3.858  0.088
H: -10.030 1.195 -5.172  0.367
H: -9.606 -0.502 -4.999  0.393
H: -8.941 0.283 -7.176  0.346
H: -7.455 -0.057 -6.320  0.345
H: -6.033 1.566 -5.833  0.274
H: -6.981 2.886 -5.072  0.165
H: -6.249 3.122 -6.653  0.325
C: -5.086 -0.658 9.333  -0.726
O: -3.703 -0.599 9.658  -0.339
C: -3.123 -1.891 9.874  -0.799
C: -2.102 -2.207 8.772  -0.185
N: -2.766 -2.441 7.486  -0.323
C: -1.838 -2.499 6.350  -0.945
C: -1.067 -1.209 6.004  -0.227
O: -1.899 -0.151 5.524  -0.421
C: -2.467 0.660 6.543  -0.665
H: -5.474 0.364 9.304  0.239
H: -5.232 -1.109 8.348  0.313
H: -5.641 -1.220 10.090  0.341
H: -3.885 -2.676 9.951  0.403
H: -2.599 -1.843 10.832  0.392
H: -1.532 -3.101 9.052  0.384
H: -1.408 -1.362 8.708  0.176
H: -3.427 -1.691 7.313  0.094
H: -2.435 -2.780 5.475  0.420
H: -1.122 -3.313 6.516  0.408
H: -0.390 -1.452 5.176  0.228
H: -0.425 -0.866 6.823  0.326
H: -1.825 0.739 7.424  0.299
H: -3.450 0.273 6.821  0.151
H: -2.618 1.662 6.135  0.390

=====

Below is C37H91N6Na2O15 as an isolated structure, with properties calculated with ωB97M-V/def2-TZVPD.

HOMO energy, eV: -9.809
Orbital gap, eV: 5.101
Net charge: +1
E_LUMO, eV: -4.708

Last column: Mulliken charge in e.
Element x y z (Å)
Na: 1.532 2.991 -2.743  0.894
Na: -1.373 1.675 -3.587  0.778
O: 1.176 0.380 0.346  0.085
C: 0.951 1.418 -0.481  0.629
O: 0.297 1.235 -1.551  -0.653
O: 1.519 2.503 -0.247  -0.920
H: 1.760 0.857 0.969  -0.090
C: -4.152 0.531 2.622  -0.749
O: -3.719 1.208 1.482  -0.345
C: -3.724 0.480 0.303  0.400
C: -2.786 1.060 -0.763  -0.082
N: -3.398 2.239 -1.396  -0.218
C: -4.528 2.000 -2.311  -0.132
C: -5.490 3.170 -2.366  -0.774
O: -6.118 3.358 -1.110  -0.249
C: -7.490 3.645 -1.178  -0.780
H: -3.809 -0.511 2.720  0.207
H: -5.210 0.222 2.553  0.341
H: -4.031 1.078 3.548  0.327
H: -4.720 0.301 -0.125  0.269
H: -3.344 -0.524 0.549  -0.504
H: -2.631 0.303 -1.550  0.186
H: -1.818 1.170 -0.286  -0.230
H: -2.669 2.665 -1.971  0.212
H: -5.052 1.071 -2.092  0.352
H: -4.111 1.854 -3.323  0.215
H: -6.274 2.855 -3.062  0.455
H: -5.019 4.103 -2.683  0.222
H: -7.684 4.724 -1.234  0.299
H: -7.905 3.462 -0.183  0.260
H: -8.127 3.124 -1.895  0.330
C: -2.639 -4.324 -3.248  -0.531
O: -2.233 -2.976 -3.372  -0.402
C: -0.873 -2.782 -3.629  0.798
C: -0.419 -1.318 -3.482  1.238
N: -0.718 -0.488 -4.659  -0.060
C: 0.329 -0.420 -5.703  -0.538
C: 0.188 -1.413 -6.871  -0.331
O: 1.316 -1.368 -7.737  -0.382
C: 1.283 -0.224 -8.593  -0.657
H: -3.650 -4.355 -2.856  0.311
H: -1.966 -4.860 -2.565  -0.113
H: -2.482 -4.846 -4.197  0.327
H: -0.476 -3.259 -4.534  0.139
H: -0.348 -3.302 -2.811  -0.790
H: 0.617 -1.460 -3.168  -0.314
H: -0.977 -0.977 -2.606  -0.787
H: -1.495 -1.006 -5.068  0.246
H: 1.300 -0.619 -5.247  0.243
H: 0.324 0.593 -6.114  0.400
H: -0.793 -1.390 -7.348  0.371
H: 0.374 -2.395 -6.429  0.112
H: 1.185 0.679 -7.998  0.265
H: 0.612 -0.421 -9.436  0.269
H: 2.205 -0.177 -9.182  0.282
C: 4.416 6.062 0.855  -0.391
O: 3.313 6.695 1.489  -0.373
C: 2.085 6.119 1.066  -0.372
C: 0.960 6.338 2.092  -0.562
N: 0.871 7.773 2.330  -0.250
C: 0.463 8.125 3.667  -0.845
C: 0.263 9.623 3.922  -0.528
O: -0.440 10.226 2.851  -0.295
C: -0.261 11.612 2.709  -0.742
H: 5.383 6.342 1.269  0.269
H: 4.407 6.265 -0.219  0.256
H: 4.328 4.995 1.081  -0.005
H: 2.085 5.064 0.783  0.353
H: 1.849 6.765 0.207  0.287
H: 1.371 5.872 2.999  0.308
H: 0.048 5.869 1.730  0.329
H: 1.735 8.247 2.104  0.269
H: 1.013 7.709 4.526  0.403
H: -0.510 7.647 3.848  0.377
H: 1.244 10.104 4.003  0.377
H: -0.334 9.743 4.830  0.336
H: -1.041 12.163 3.239  0.264
H: -0.198 11.836 1.644  0.258
H: 0.682 12.027 3.089  0.315
C: -4.793 -9.337 2.435  -0.752
O: -3.804 -8.447 2.846  -0.357
C: -3.645 -7.325 1.987  -0.289
C: -2.415 -6.513 2.338  -0.690
N: -2.113 -5.528 1.282  0.040
C: -3.257 -4.661 0.947  -1.103
C: -2.711 -3.420 0.262  0.820
O: -1.677 -2.853 1.053  -0.550
C: -0.700 -2.163 0.286  1.071
H: -4.650 -10.301 2.927  0.271
H: -4.824 -9.612 1.373  0.312
H: -5.789 -8.956 2.693  0.293
H: -4.563 -6.739 2.105  0.327
H: -3.559 -7.671 0.952  0.251
H: -1.581 -7.214 2.292  0.332
H: -2.523 -5.989 3.291  0.291
H: -1.403 -4.885 1.612  0.117
H: -3.877 -4.477 1.831  0.472
H: -3.898 -5.139 0.200  0.318
H: -3.519 -2.677 0.196  0.303
H: -2.441 -3.598 -0.781  -0.615
H: -1.023 -1.222 -0.165  -0.374
H: -0.375 -2.816 -0.534  -0.825
H: 0.121 -2.074 0.993  0.276
C: 5.810 -1.123 -2.028  -0.806
O: 4.978 -2.016 -1.312  -0.426
C: 3.668 -1.519 -1.184  -0.463
C: 2.743 -2.670 -0.805  0.256
N: 2.566 -3.515 -1.973  -0.095
C: 1.775 -4.718 -1.728  -0.169
C: 1.365 -5.459 -3.025  -0.862
O: 0.058 -5.971 -2.913  -0.277
C: -0.142 -6.925 -1.908  -0.764
H: 5.664 -0.104 -1.640  0.267
H: 5.601 -1.044 -3.097  0.300
H: 6.857 -1.297 -1.793  0.321
H: 3.299 -1.093 -2.125  0.297
H: 3.564 -0.749 -0.409  0.148
H: 1.827 -2.203 -0.444  -0.649
H: 3.144 -3.329 -0.020  0.698
H: 3.465 -3.667 -2.407  0.266
H: 0.855 -4.429 -1.225  -0.316
H: 2.489 -5.361 -1.194  0.649
H: 2.059 -6.279 -3.234  0.381
H: 1.471 -4.717 -3.819  0.449
H: -1.210 -7.115 -1.809  0.210
H: 0.109 -6.537 -0.912  0.298
H: 0.415 -7.855 -2.052  0.383
C: 6.935 2.852 3.818  -0.824
O: 5.620 2.637 3.360  -0.264
C: 5.408 1.272 3.045  -0.670
C: 4.030 1.131 2.447  -0.045
N: 2.958 0.798 3.405  -0.094
C: 3.045 -0.558 3.912  -0.437
C: 2.020 -0.762 5.070  -0.685
O: 2.196 0.245 6.024  -0.306
C: 1.062 0.322 6.881  -0.762
H: 7.016 3.886 4.149  0.251
H: 7.688 2.693 3.037  0.323
H: 7.189 2.196 4.657  0.317
H: 5.679 0.548 3.822  0.387
H: 6.178 1.000 2.300  0.408
H: 4.049 0.343 1.681  -0.214
H: 3.639 1.947 1.835  0.308
H: 3.009 1.518 4.116  0.296
H: 4.024 -0.737 4.375  0.297
H: 2.871 -1.276 3.111  0.185
H: 2.287 -1.725 5.516  0.383
H: 1.048 -0.762 4.569  0.380
H: 0.217 0.648 6.269  0.314
H: 1.208 0.985 7.727  0.253
H: 0.767 -0.646 7.298  0.295

=====

Below is a 11-piece molecular cluster, C37H93N3O16 overall, with properties calculated with ωB97M-V/def2-TZVPD.

HOMO energy, eV: -7.738
Orbital gap, eV: 7.962
E_LUMO, eV: 0.224
SMILES: CC1(C)CCCC(C)(C)N1O.CC1(C)CCCC(C)(C)N1O.CC1(C)CCCC(C)(C)N1O.OCCO.OCCO.OCCO.OCCO.OCCO.O.O.O

Last column: Mulliken charge in e.
Element x y z (Å)
C: -24.825 3.653 -6.216  -1.891
C: -23.306 3.804 -5.958  1.902
C: -23.038 4.659 -4.667  -1.923
C: -22.684 2.398 -5.729  -1.231
C: -22.413 1.569 -7.044  -0.844
C: -21.627 2.423 -8.050  -1.333
C: -22.311 3.756 -8.292  1.820
C: -21.349 4.530 -9.138  -1.966
C: -23.606 3.435 -9.081  -1.595
N: -22.564 4.516 -7.071  0.042
O: -23.124 5.717 -7.359  -0.443
H: -25.159 2.808 -6.819  0.327
H: -25.482 3.516 -5.358  0.444
H: -25.233 4.564 -6.656  0.419
H: -23.784 5.453 -4.637  0.407
H: -23.009 4.048 -3.765  0.415
H: -22.024 5.058 -4.644  0.413
H: -21.687 2.501 -5.301  0.408
H: -23.338 1.739 -5.157  0.472
H: -22.005 0.565 -6.926  0.468
H: -23.365 1.139 -7.356  0.334
H: -21.523 1.781 -8.925  0.359
H: -20.576 2.445 -7.761  0.410
H: -20.340 4.548 -8.727  0.389
H: -21.625 5.579 -9.254  0.448
H: -21.291 4.250 -10.190  0.401
H: -23.628 3.445 -10.171  0.340
H: -24.476 4.030 -8.803  0.321
H: -23.948 2.411 -8.935  0.276
H: -22.441 6.211 -6.900  0.412
C: -15.373 -0.600 -12.265  -1.567
C: -14.000 0.141 -11.869  1.279
C: -14.317 0.949 -10.546  -1.768
C: -12.911 -0.989 -11.531  -1.122
C: -11.489 -0.557 -11.485  -0.699
C: -11.139 0.163 -12.826  -1.197
C: -12.099 1.380 -13.092  1.540
C: -11.724 2.477 -12.121  -1.746
C: -11.844 1.932 -14.530  -1.977
N: -13.550 0.969 -12.986  0.212
O: -14.376 2.041 -13.392  -0.453
H: -16.070 0.100 -12.725  0.391
H: -15.258 -1.560 -12.769  0.327
H: -15.878 -0.832 -11.328  0.401
H: -14.895 0.298 -9.890  0.491
H: -13.479 1.346 -9.973  0.342
H: -14.933 1.796 -10.848  0.407
H: -13.089 -1.406 -10.540  0.382
H: -12.894 -1.817 -12.240  0.428
H: -11.280 0.288 -10.829  0.352
H: -10.708 -1.298 -11.316  0.380
H: -11.270 -0.570 -13.622  0.375
H: -10.083 0.363 -12.644  0.422
H: -12.105 2.440 -11.100  0.258
H: -12.391 3.261 -12.480  0.476
H: -10.760 2.955 -12.296  0.400
H: -12.249 1.310 -15.329  0.409
H: -10.762 1.800 -14.532  0.490
H: -12.199 2.952 -14.677  0.411
H: -14.391 1.922 -14.345  0.360
C: -7.529 7.997 -22.408  -1.942
C: -6.942 6.584 -22.431  1.765
C: -8.048 5.511 -22.350  -1.854
C: -6.134 6.570 -23.714  -1.171
C: -4.882 5.634 -23.738  -0.903
C: -3.932 5.948 -22.594  -1.106
C: -4.674 5.638 -21.346  1.640
C: -4.817 4.193 -21.077  -1.826
C: -3.794 6.256 -20.186  -1.761
N: -6.069 6.294 -21.277  0.133
O: -6.684 6.254 -20.116  -0.412
H: -7.966 8.406 -21.497  0.373
H: -6.817 8.785 -22.653  0.396
H: -8.377 8.008 -23.094  0.415
H: -8.637 5.634 -21.441  0.483
H: -8.775 5.540 -23.162  0.440
H: -7.656 4.494 -22.339  0.322
H: -6.852 6.291 -24.486  0.378
H: -5.649 7.513 -23.966  0.378
H: -5.211 4.595 -23.737  0.359
H: -4.447 5.855 -24.713  0.408
H: -3.856 7.035 -22.605  0.405
H: -2.956 5.476 -22.707  0.479
H: -4.029 3.506 -21.385  0.335
H: -5.648 3.784 -21.652  0.371
H: -5.144 4.060 -20.046  0.471
H: -3.926 5.737 -19.237  0.320
H: -4.208 7.246 -19.995  0.432
H: -2.718 6.387 -20.300  0.328
H: -7.045 5.364 -20.121  0.341
O: -3.884 2.552 -12.224  -0.527
C: -2.805 2.065 -12.988  -0.306
C: -1.702 1.668 -11.981  -0.345
O: -0.382 1.720 -12.600  -0.527
H: -4.606 2.738 -12.828  0.302
H: -3.337 1.174 -13.322  0.230
H: -2.442 2.692 -13.802  0.315
H: -1.875 0.720 -11.471  0.281
H: -1.662 2.368 -11.146  0.285
H: 0.228 1.484 -11.897  0.292
O: -13.800 4.427 -4.781  -0.525
C: -14.654 5.542 -4.779  -0.338
C: -16.161 5.214 -4.857  -0.372
O: -16.875 5.281 -3.631  -0.532
H: -13.966 3.868 -4.017  0.290
H: -14.356 6.184 -3.950  0.286
H: -14.409 6.181 -5.627  0.295
H: -16.367 4.259 -5.339  0.328
H: -16.667 5.932 -5.503  0.256
H: -17.118 4.403 -3.330  0.310
O: -15.073 1.757 -19.960  -0.517
C: -14.938 2.856 -20.926  -0.331
C: -14.768 2.572 -22.454  -0.452
O: -13.817 1.548 -22.720  -0.513
H: -14.368 1.130 -20.139  0.293
H: -15.685 3.619 -20.708  0.357
H: -13.949 3.235 -20.670  0.248
H: -14.579 3.538 -22.924  0.332
H: -15.747 2.364 -22.885  0.266
H: -14.278 0.724 -22.545  0.317
O: -13.384 -3.306 -18.742  -0.461
C: -13.036 -3.926 -17.496  -0.178
C: -14.171 -5.027 -17.078  -0.503
O: -14.094 -6.124 -17.953  -0.473
H: -13.990 -3.895 -19.197  0.257
H: -12.032 -4.349 -17.536  0.230
H: -13.095 -3.041 -16.863  0.208
H: -15.179 -4.620 -17.160  0.322
H: -13.970 -5.463 -16.099  0.303
H: -14.203 -5.757 -18.834  0.292
O: -12.215 10.403 -16.980  -0.525
C: -11.157 10.291 -16.071  -0.587
C: -10.257 11.538 -16.096  -0.281
O: -11.090 12.572 -15.691  -0.538
H: -12.882 9.929 -16.478  0.329
H: -11.495 10.210 -15.038  0.329
H: -10.769 9.288 -16.249  0.413
H: -10.001 11.872 -17.101  0.227
H: -9.284 11.382 -15.630  0.299
H: -12.010 12.425 -15.922  0.331
O: -6.108 -5.059 -10.080  -0.639
H: -5.327 -5.119 -9.529  0.322
H: -6.040 -5.806 -10.675  0.317
O: -6.677 -0.331 -8.428  -0.634
H: -7.004 -1.148 -8.803  0.318
H: -6.404 0.189 -9.184  0.315
O: -15.680 8.124 -14.446  -0.633
H: -16.079 7.572 -13.773  0.313
H: -16.229 8.908 -14.469  0.322